No. 1
DFT (wB97M-V/def2-TZVPD) results for a structure of composition C40H32Br2IrN3O3P.

```
! wB97M-V def2-TZVPD RIJCOSX def2/J DEFGRID3
* xyz 1 5
Ir -0.5580 0.4284 -1.3898
C -4.6969 0.5287 -0.0481
C -4.2712 1.9301 -0.3480
C -5.1732 3.0002 -0.1859
C -4.7790 4.2775 -0.4718
C -3.4688 4.5029 -0.9288
C -2.9465 5.7907 -1.2631
Br -4.0169 7.3146 -1.1099
C -1.6499 5.9563 -1.7157
C -0.8228 4.8585 -1.8549
Br 0.9157 5.0964 -2.4927
C -1.2628 3.5322 -1.5366
O -0.4910 2.5550 -1.6755
C -2.6371 3.3769 -1.0558
N -3.0299 2.1304 -0.7707
H -5.7127 0.5016 0.3411
H -4.0231 0.0693 0.6757
H -4.6473 -0.0759 -0.9538
H -6.1769 2.7978 0.1614
H -5.4614 5.1082 -0.3574
H -1.2841 6.9418 -1.9653
O 6.5629 -0.2568 -1.0167
C 5.9690 1.0225 -0.9537
C 4.4842 0.8881 -1.1325
C 3.6468 1.9791 -0.9343
C 2.2881 1.8204 -1.1025
N 1.7295 0.6620 -1.4706
C 2.5288 -0.3937 -1.6592
C 3.9050 -0.3128 -1.4991
C 1.8728 -1.6611 -2.0717
C 2.4746 -2.8946 -1.8905
C 1.8318 -4.0385 -2.3477
C 2.4374 -5.3958 -2.0883
O 2.4694 -5.6866 -0.6982
C 0.6163 -3.8856 -2.9962
C 0.0739 -2.6150 -3.1124
N 0.6731 -1.5275 -2.6443
H 7.5145 -0.1691 -0.9115
H 6.3557 1.6799 -1.7410
H 6.1642 1.5094 0.0084
H 4.0370 2.9457 -0.6399
H 1.6136 2.6441 -0.9338
H 4.5341 -1.1720 -1.6719
H 3.4175 -2.9835 -1.3676
H 3.4751 -5.4101 -2.4212
H 1.8967 -6.1626 -2.6485
H 1.5857 -5.9404 -0.4136
H 0.0827 -4.7388 -3.3955
H -0.8833 -2.4670 -3.5970
C -1.9069 1.5870 5.2311
C -2.3848 2.1355 4.0482
C -1.9084 1.6743 2.8311
C -0.9606 0.6527 2.7869
C -0.4775 0.1128 3.9762
C -0.9521 0.5809 5.1940
P -0.4488 0.0435 1.1510
C 1.1010 -0.8616 1.4501
C 1.1932 -2.2484 1.3794
C 2.4178 -2.8795 1.5648
C 3.5517 -2.1310 1.8415
C 3.4640 -0.7465 1.9294
C 2.2476 -0.1160 1.7283
C -1.6464 -1.2087 0.6554
C -2.3879 -2.0983 1.4210
C -3.2553 -2.9652 0.7688
C -3.3607 -2.9261 -0.6199
C -2.6146 -2.0252 -1.3723
C -1.7515 -1.1290 -0.7411
H -2.2740 1.9489 6.1825
H -3.1212 2.9284 4.0762
H -2.2667 2.1110 1.9051
H 0.2707 -0.6700 3.9534
H -0.5749 0.1574 6.1157
H 0.3115 -2.8359 1.1531
H 2.4855 -3.9574 1.4897
H 4.5039 -2.6243 1.9889
H 4.3476 -0.1598 2.1494
H 2.1842 0.9654 1.7872
H -2.2938 -2.1150 2.5014
H -3.8505 -3.6689 1.3365
H -4.0488 -3.5981 -1.1192
H -2.7567 -1.9944 -2.4471
*
```

Computed properties:
⟨S²⟩: 6.05
Molar mass in Da: 985.713
LUMO energy (spin up / spin down) in eV: -2.82 / -5.12
Orbital gap (spin up / spin down) in eV: 6.210 / 5.524
Strongest force on any atom in eV Å⁻¹: 0.423
ΔE to the lowest compared entry with this formula, charge and spin in kcal per mole: 13.4

Here are the Löwdin charges for atoms 1 to 2, given in e: atom 1 (Ir): 1.19, atom 2 (C): 0.00



No. 2
DFT (wB97M-V/def2-TZVPD) results for a structure of composition C40H32Br2N3O8PTl.

```
! wB97M-V def2-TZVPD RIJCOSX def2/J DEFGRID3
* xyz -1 1
Tl 0.1435 0.4101 -0.1918
C 1.0879 4.8735 1.5830
C -0.1315 4.0250 1.5451
N -0.1320 2.7180 1.5631
C -1.4345 2.3064 1.4104
C -2.2469 3.4104 1.3362
N -1.3856 4.5053 1.3926
C -3.7012 3.5992 1.2228
O -4.0666 4.5830 0.3432
O -4.5448 3.0377 1.8615
C -1.7184 0.8835 1.0613
O -3.0843 0.7374 0.6225
O -1.9936 -1.8798 0.5301
H 1.7610 4.5210 0.8019
H 1.5887 4.7905 2.5474
H 0.8503 5.9206 1.3992
H -1.6465 5.4763 1.3713
H -3.3448 4.7189 -0.2844
Br 3.9178 -2.0263 -1.8833
C 2.7460 -1.0092 -3.0018
C 2.5066 -1.4718 -4.2849
C 1.7102 -0.6821 -5.0966
C 1.2148 0.5146 -4.6076
C 1.4871 0.8547 -3.2912
N 2.2447 0.0905 -2.4961
C 0.9516 2.1655 -2.7219
O 0.8361 3.1062 -3.5020
O 0.6593 2.1838 -1.4824
H 2.9296 -2.4064 -4.6213
H 1.4884 -0.9992 -6.1080
H 0.6131 1.1845 -5.2027
C 1.4466 -5.0632 1.7691
C 0.5066 -4.8796 2.9352
C 0.2620 -5.9524 3.7919
C -0.6064 -5.8399 4.8654
C -1.2622 -4.6389 5.0993
C -1.0258 -3.5656 4.2567
C -0.1418 -3.6625 3.1824
P 0.1859 -2.2791 2.0224
C -1.5434 -1.5228 1.8547
C -2.6063 -2.5415 1.6192
C -4.0331 -2.2142 1.8361
C -4.4275 -0.9481 1.9190
C -3.4422 0.1677 1.9121
C -1.9542 -0.1003 2.2382
C -1.5281 0.3612 3.6200
C 1.1716 -1.1243 3.0475
C 1.2619 -1.1644 4.4341
C 1.9230 -0.1761 5.1471
C 2.4959 0.8843 4.4573
C 2.4699 0.9004 3.0722
C 1.8580 -0.1151 2.3321
C 1.9773 -0.0526 0.8515
H 1.7528 -6.1062 1.6942
H 2.3444 -4.4520 1.8802
H 0.9864 -4.7580 0.8283
H 0.7596 -6.8960 3.6010
H -0.7765 -6.6903 5.5139
H -1.9544 -4.5409 5.9255
H -1.5569 -2.6341 4.4195
H -2.3353 -3.5899 1.7080
H -4.7373 -3.0339 1.9046
H -5.4719 -0.7004 2.0628
H -3.8182 0.9846 2.5330
H -2.1158 1.2377 3.8947
H -0.4788 0.6441 3.6531
H -1.6880 -0.4085 4.3795
H 0.7908 -1.9758 4.9756
H 1.9762 -0.2277 6.2268
H 2.9790 1.6904 4.9954
H 2.9447 1.7117 2.5346
H 2.2685 -0.9863 0.3787
H 2.6218 0.7658 0.5459
Br -6.0663 -2.2162 -2.4125
C -4.2966 -2.7045 -2.9173
C -4.1191 -3.7458 -3.8154
C -2.8268 -4.1116 -4.1629
C -1.7396 -3.4487 -3.6111
C -1.9396 -2.3967 -2.7299
C -3.2300 -2.0119 -2.3783
C -0.7548 -1.6856 -2.1263
O 0.2594 -2.3258 -1.8692
O -0.9402 -0.4354 -1.9212
H -4.9754 -4.2598 -4.2296
H -2.6723 -4.9267 -4.8585
H -0.7247 -3.7429 -3.8435
H -3.3698 -1.1976 -1.6787
*
```

Computed properties:
Molar mass in Da: 1077.874
LUMO energy in eV: 2.34
Orbital gap in eV: 7.266
Strongest force on any atom in eV Å⁻¹: 0.655
ΔE to the lowest compared entry with this formula, charge and spin in kcal per mole: 0.0

Here are the Löwdin charges for atoms 1 to 2, given in e: atom 1 (Tl): 1.12, atom 2 (C): 0.00



No. 3
DFT (wB97M-V/def2-TZVPD) results for a structure of composition C40H32BrF4OPPtTe.

```
! wB97M-V def2-TZVPD RIJCOSX def2/J DEFGRID3
* xyz 2 3
Pt -0.5154 -0.3584 0.8283
F 2.7177 -2.9136 -4.9392
C 2.1246 -2.1101 -4.0869
C 1.7733 -0.8248 -4.4657
F 2.0327 -0.3970 -5.6832
C 1.1551 0.0082 -3.5464
F 0.8721 1.2460 -3.9370
C 0.8601 -0.4010 -2.2492
P -0.0287 0.7322 -1.1346
C -1.3164 1.4551 -2.1684
C -1.3564 2.8237 -2.4262
C -2.3318 3.3349 -3.2686
C -3.2631 2.4893 -3.8551
C -3.2157 1.1229 -3.6116
C -2.2428 0.6056 -2.7730
C 1.1394 2.0276 -0.6644
C 0.6894 3.0532 0.1727
C 1.5597 4.0440 0.5899
C 2.8915 4.0094 0.1915
C 3.3482 2.9845 -0.6238
C 2.4760 1.9939 -1.0542
C 1.2431 -1.6961 -1.8918
Br 1.0334 -2.3853 -0.1393
C 1.8632 -2.5397 -2.7922
F 2.2267 -3.7648 -2.4402
H -0.6161 3.4875 -2.0000
H -2.3525 4.3959 -3.4797
H -4.0173 2.8928 -4.5175
H -3.9267 0.4611 -4.0878
H -2.1814 -0.4654 -2.6193
H -0.3447 3.0758 0.5000
H 1.2042 4.8431 1.2263
H 3.5716 4.7852 0.5167
H 4.3833 2.9612 -0.9370
H 2.8435 1.2006 -1.6924
Te -2.5733 0.5689 2.4145
C -3.9793 1.5018 1.1671
C -3.6183 2.5346 0.3126
C -4.5978 3.1574 -0.4481
C -5.9189 2.7439 -0.3536
C -6.2719 1.7103 0.5041
C -5.3038 1.0881 1.2774
C -2.6797 -1.3210 1.4615
C -2.5486 -2.5314 2.1698
C -2.6024 -3.7236 1.4884
C -2.7777 -3.7458 0.0961
C -2.9217 -2.5697 -0.6052
C -2.8811 -1.3440 0.0686
H -2.5885 2.8589 0.2348
H -4.3272 3.9697 -1.1084
H -6.6807 3.2353 -0.9436
H -7.3034 1.3946 0.5815
H -5.5865 0.2927 1.9563
H -2.4253 -2.5206 3.2433
H -2.5269 -4.6565 2.0313
H -2.8281 -4.6956 -0.4193
H -3.1026 -2.5900 -1.6722
H -3.1139 -0.4244 -0.4536
C 6.1813 -1.5103 1.3416
C 4.8073 -1.5527 1.9372
C 4.3286 -2.7120 2.5372
C 3.0573 -2.7799 3.0843
C 2.6143 -4.0674 3.7333
C 2.2195 -1.6449 2.9883
C 0.8743 -1.7843 3.4887
O -0.1570 -1.2228 3.0835
C 2.7015 -0.4476 2.4176
C 1.9248 0.8334 2.4619
C 3.9816 -0.4255 1.9047
H 6.8470 -2.2197 1.8294
H 6.6154 -0.5144 1.4149
H 6.1375 -1.7758 0.2825
H 4.9700 -3.5834 2.5886
H 3.3790 -4.8299 3.6078
H 1.6884 -4.4611 3.3127
H 2.4635 -3.9304 4.8063
H 0.7379 -2.5106 4.2994
H 1.7204 1.1295 3.4933
H 0.9343 0.7639 1.9897
H 2.4635 1.6361 1.9637
H 4.3671 0.4990 1.4894
*
```

Computed properties:
⟨S²⟩: 2.02
Molar mass in Da: 1038.243
LUMO energy (spin up / spin down) in eV: -5.48 / -8.02
Orbital gap (spin up / spin down) in eV: 7.749 / 6.178
Strongest force on any atom in eV Å⁻¹: 0.504
ΔE to the lowest compared entry with this formula, charge and spin in kcal per mole: 2.9

Here are the Löwdin charges for atoms 1 to 2, given in e: atom 1 (Pt): 0.59, atom 2 (F): 0.19



No. 4
DFT (wB97M-V/def2-TZVPD) results for a structure of composition C40H32FN6S2SiTm.

```
! wB97M-V def2-TZVPD RIJCOSX def2/J DEFGRID3
* xyz -2 3
Tm -0.1669 0.7199 0.1991
C 2.5290 -4.5770 2.4054
C 2.9446 -4.4126 1.0908
C 2.9281 -3.1638 0.4747
C 2.3928 -2.1202 1.2019
C 2.0071 -2.2335 2.5077
C 2.0701 -3.4752 3.1137
N 2.2728 -0.8467 0.5534
N 3.3086 -0.5243 -0.0429
C 3.2135 0.6811 -0.8687
C 4.3228 0.8961 -1.6456
C 4.3215 1.8853 -2.6248
C 3.2150 2.6916 -2.6977
C 2.1748 2.5428 -1.7891
C 2.0759 1.4790 -0.8692
H 2.5662 -5.5527 2.9362
H 3.3557 -5.2809 0.5987
H 3.1911 -3.0217 -0.5740
H 1.5964 -1.3724 3.0290
H 1.7606 -3.6126 4.1642
H 5.2541 0.3590 -1.6217
H 5.1762 1.9654 -3.2335
H 3.1418 3.5509 -3.4111
H 1.3686 3.2307 -1.8927
C -2.2540 0.4357 -3.9847
Si -2.6470 1.1063 -2.2665
C -3.2311 -0.3638 -1.2707
C -4.2155 2.1807 -2.3069
N -1.3386 1.9120 -1.5255
C -1.1210 3.2207 -1.7031
C -1.4074 3.9591 -2.8564
C -1.1814 5.3202 -3.0175
C -0.6783 6.0744 -1.9683
C -0.3446 5.3811 -0.8098
C -0.5109 4.0260 -0.7307
F 0.0094 3.3914 0.4148
H -3.1863 -0.1026 -4.3043
H -1.3973 -0.2385 -4.0370
H -2.0395 1.2075 -4.6981
H -4.1144 -0.7487 -1.7327
H -3.4304 -0.1259 -0.2360
H -2.5194 -1.1567 -1.2761
H -4.9258 1.7543 -2.9852
H -3.9975 3.2023 -2.6863
H -4.6826 2.1967 -1.3349
H -1.8330 3.4857 -3.7490
H -1.3958 5.7747 -3.9860
H -0.4933 7.1571 -2.0418
H 0.0876 5.9217 0.0517
C 1.8898 -1.0368 -3.6489
C 2.0012 -2.3959 -3.3824
C 1.1833 -2.9435 -2.4204
C 0.3511 -2.1372 -1.6116
N 0.2940 -0.8215 -1.8662
C 0.9697 -0.3002 -2.9037
C -0.3583 -2.6304 -0.4023
C -0.5538 -3.9693 -0.1451
C -1.1612 -4.4191 1.0310
C -1.5674 -3.4843 1.9384
C -1.4472 -2.0960 1.6250
C -0.7723 -1.6146 0.5118
H 2.4891 -0.5243 -4.4226
H 2.7115 -3.0340 -3.9196
H 1.2118 -4.0268 -2.3083
H 0.8531 0.7765 -3.0823
H -0.1879 -4.6907 -0.8999
H -1.1338 -5.4744 1.3117
H -2.0667 -3.8407 2.8567
H -1.8542 -1.4344 2.4050
S 1.0291 1.3151 2.6423
C -0.1812 0.8547 3.7866
C 0.2003 0.2947 5.0416
C -0.7033 -0.0725 6.0744
C -0.2402 -0.5873 7.3203
N 0.1455 -1.0385 8.3019
C -2.0473 0.2974 5.8530
C -2.4266 0.8796 4.6301
C -1.5778 1.0056 3.5222
S -2.2612 1.3157 1.9478
C -2.9813 0.0407 6.9104
N -3.7552 -0.2166 7.7248
H 1.2431 0.1286 5.1698
H -3.4678 1.1006 4.4453
*
```

Computed properties:
⟨S²⟩: 2.00
Molar mass in Da: 876.890
LUMO energy (spin up / spin down) in eV: 4.21 / 4.21
Orbital gap (spin up / spin down) in eV: 6.200 / 6.198
Strongest force on any atom in eV Å⁻¹: 2.144
ΔE to the lowest compared entry with this formula, charge and spin in kcal per mole: 0.0

Here are the Löwdin charges for atoms 1 to 2, given in e: atom 1 (Tm): 1.00, atom 2 (C): -0.12



No. 5
DFT (wB97M-V/def2-TZVPD) results for a structure of composition C40H32MnN14O2S.

```
! wB97M-V def2-TZVPD RIJCOSX def2/J DEFGRID3
* xyz -2 6
Mn 0.5387 -0.3355 -0.1728
N 4.6280 7.7227 -5.0003
C 4.1432 6.7840 -4.5376
C 3.5423 5.6186 -3.9646
C 2.8918 5.6825 -2.7258
C 2.3148 4.5574 -2.1842
C 2.3707 3.3039 -2.8327
C 3.0213 3.2681 -4.0841
C 3.5901 4.3941 -4.6380
C 1.7745 2.1285 -2.2243
C 2.4562 0.8754 -2.2526
C 3.6689 0.5297 -2.8895
C 3.8447 -0.8448 -2.7083
C 2.7646 -1.2794 -1.9486
N 1.9374 -0.2533 -1.6500
C 0.4481 2.2744 -1.6706
C -0.4609 3.3148 -1.9099
C -1.6612 2.9830 -1.2553
C -1.4444 1.7605 -0.6470
N -0.1828 1.3250 -0.8983
H 2.8581 6.6233 -2.1905
H 1.8288 4.6150 -1.2197
H 3.0324 2.3396 -4.6366
H 4.0641 4.3427 -5.6106
H 4.3439 1.2016 -3.3922
H 4.6554 -1.4572 -3.0723
H 2.5552 -2.2776 -1.5993
H -0.2726 4.1896 -2.5118
H -2.5760 3.5550 -1.2304
H -2.1121 1.1664 -0.0433
N 0.7840 -3.8216 -0.0578
C 1.7309 -3.2331 0.7212
N 2.5825 -4.0509 1.3610
C 3.4947 -3.4108 2.1025
N 4.4087 -4.2260 2.7537
N 3.6239 -2.1157 2.2721
C 2.7280 -1.3588 1.5790
N 1.7673 -1.9042 0.7683
C 2.7517 0.0399 1.7041
C 3.6911 0.7141 2.5305
C 3.6376 2.0673 2.6591
C 2.6281 2.7842 1.9747
C 1.7512 2.0800 1.1811
N 1.8011 0.7550 1.0103
H 0.6511 -4.7954 0.1680
H -0.1016 -3.3151 -0.1280
H 4.0602 -5.1565 2.9170
H 4.8347 -3.7797 3.5494
H 4.4249 0.1101 3.0434
H 4.3515 2.5865 3.2881
H 2.5299 3.8574 2.0567
H 0.9622 2.5974 0.6560
N -7.4206 -1.0663 2.4775
C -6.3383 -1.7446 1.8935
C -6.2145 -3.1275 2.0387
C -5.1186 -3.7890 1.5158
C -4.1304 -3.0830 0.8402
C -4.2477 -1.7128 0.6934
C -5.3476 -1.0466 1.2139
S -2.7455 -4.0006 0.2013
O -2.1203 -4.6505 1.3344
O -3.3018 -4.8838 -0.7968
N -1.7334 -2.8737 -0.2874
C -1.7619 -2.2430 -1.4644
N -0.7657 -1.3165 -1.6534
C -0.6780 -0.7707 -2.8707
C -1.5514 -1.0503 -3.8978
C -2.5911 -1.9078 -3.5751
N -2.7066 -2.4885 -2.4040
H -8.2633 -1.6115 2.5550
H -7.5929 -0.1524 2.0915
H -6.9774 -3.6795 2.5778
H -5.0176 -4.8608 1.6313
H -3.4563 -1.1597 0.2027
H -5.4155 0.0320 1.1228
H 0.1218 -0.0636 -3.0107
H -1.4472 -0.5851 -4.8664
H -3.3763 -2.1335 -4.2954
N -0.5420 -0.4815 1.1834
C -0.9666 -0.1700 2.4190
C -1.3011 -1.1997 3.3306
C -1.7850 -0.9001 4.5879
C -1.9511 0.4220 4.9979
C -1.6129 1.4443 4.1177
C -1.1281 1.1664 2.8509
H -1.1902 -2.2254 2.9998
H -2.0481 -1.7099 5.2598
H -2.3320 0.6489 5.9863
H -1.7302 2.4787 4.4234
H -0.8716 1.9640 2.1663
*
```

Computed properties:
⟨S²⟩: 8.84
Molar mass in Da: 827.797
LUMO energy (spin up / spin down) in eV: 4.16 / 4.03
Orbital gap (spin up / spin down) in eV: 4.749 / 6.455
Strongest force on any atom in eV Å⁻¹: 0.807

Here are the Löwdin charges for atoms 1 to 2, given in e: atom 1 (Mn): 0.73, atom 2 (N): 0.11